{
  "formula": "C2H11NO2",
  "method": "wB97M-V/def2-TZVPD",
  "elements": ["C", "N", "C", "H", "H", "H", "H", "H", "H", "H", "H", "H", "O", "H", "H", "O"],
  "xyz": [[-0.110752, 0.798723, 1.158427], [-1.048641, 0.696044, -0.077100], [-0.401779, 1.435519, -1.225244], [0.574223, -0.043398, 0.969491], [0.598752, 1.614995, 0.839446], [-0.658221, 0.901492, 2.035508], [-2.031060, 0.888574, 0.298408], [-1.310574, 1.785871, -1.798786], [0.165824, 0.724737, -1.839289], [0.164918, 2.253025, -1.042120], [2.437543, -0.608035, -0.465976], [2.135451, -2.119055, -0.400800], [2.069815, -1.421581, -1.025148], [-1.420811, -2.287370, 0.487373], [-0.211941, -1.999854, 0.891793], [-0.952746, -2.619686, 1.194018]],
  "forces_ev_per_angstrom": [[1.076, -0.345, -4.819], [2.066, 3.476, 3.332], [-5.225, -3.341, -2.342], [-0.327, -0.289, 0.995], [-0.989, -0.296, 1.030], [-0.549, -0.176, 1.614], [1.054, -0.744, -1.675], [1.254, -0.418, 0.048], [-0.186, -0.108, 0.138], [1.821, 2.319, 1.679], [-0.839, -2.655, -1.995], [0.221, -1.411, 0.809], [0.624, 4.123, 1.305], [-3.431, 0.083, -2.652], [-0.124, -1.704, 1.594], [3.552, 1.487, 0.940]],
  "s2": 0.754,
  "charge": 1,
  "fmax_ev_per_a": 6.63,
  "spin_multiplicity": 2,
  "homo_energy_ev": [-15.3, -15.3],
  "de_lowest_ev": 2.281
}